# 1
ORCA calculation (the ωB97M-V functional and the def2-TZVPD basis) on C2H8N4 in the gas phase at a distorted geometry.

Results
relative energy (zero: lowest compared OMol25 entry of this formula, charge and spin) = 163.0 kcal/mol
HOMO = -7.979 eV
E = -299.77095 hartree
lowest unoccupied orbital energy = 0.5 eV
strongest force on any atom = 7.39 eV/Å

Element x y z (Å)
C  2.349  0.842  -0.012
C  -0.476  -0.062  -0.438
H  1.649  1.543  -0.839
H  2.083  1.163  1.084
H  3.404  0.933  -0.264
H  2.594  -1.349  0.291
H  -0.148  0.910  -1.215
H  -1.894  -1.249  -0.317
H  -3.367  0.940  -0.044
H  -2.210  0.046  1.513
N  1.827  -0.646  0.005
N  0.432  -0.688  0.447
N  -1.802  -0.323  -0.611
N  -2.364  0.568  0.515

# 2
ORCA calculation (the ωB97M-V functional and the def2-TZVPD basis) on 2 unconnected molecules or ions with the total composition C2H8N4 at a distorted geometry.

Results
relative energy (zero: lowest compared OMol25 entry of this formula, charge and spin) = 43.9 kcal/mol
HOMO = -8.814 eV
E = -299.96076 hartree
lowest unoccupied orbital energy = 1.1 eV
strongest force on any atom = 7.10 eV/Å

Element x y z (Å)
N  2.161  -0.415  1.468
C  2.589  -1.005  0.270
N  1.648  -1.358  -0.539
H  1.161  -0.709  1.713
H  2.626  -0.046  2.177
H  3.588  -0.902  0.081
H  1.778  -1.634  -1.420
N  -3.190  1.306  -0.758
C  -2.121  0.655  -0.042
N  -0.962  0.712  -0.524
H  -3.886  1.829  -0.227
H  -3.184  1.445  -1.790
H  -2.373  0.105  0.815
H  -0.115  0.301  -0.236

# 3
ORCA calculation (the ωB97M-V functional and the def2-TZVPD basis) on 2 unconnected molecules or ions with the total composition C2H8N4 at a distorted geometry.

Results
relative energy (zero: lowest compared OMol25 entry of this formula, charge and spin) = 92.9 kcal/mol
HOMO (alpha / beta) = -16.546 / -16.545 eV
E = -299.23653 hartree
lowest unoccupied orbital energy (alpha / beta) = -8.2 / -8.2 eV
strongest force on any atom = 3.28 eV/Å
charge = +2

Element x y z (Å)
C  2.037  0.795  -0.135
C  4.183  -0.357  -0.289
N  3.043  0.136  -0.227
N  0.656  0.616  0.683
N  -0.233  0.045  0.235
N  -4.289  -0.562  -0.112
H  1.879  1.628  -0.833
H  4.415  -1.337  -0.673
H  4.736  0.268  0.403
H  0.725  1.129  1.590
H  -3.728  -1.466  -0.025
H  -3.658  0.302  -0.142
H  -5.022  -0.479  0.580
H  -4.745  -0.718  -1.054

# 4
ORCA calculation (the ωB97M-V functional and the def2-TZVPD basis) on 2 unconnected molecules or ions with the total composition C2H8N4O2 at a distorted geometry.

Results
relative energy (zero: lowest compared OMol25 entry of this formula, charge and spin) = 18.6 kcal/mol
HOMO = -9.287 eV
E = -450.55578 hartree
lowest unoccupied orbital energy = 0.5 eV
strongest force on any atom = 1.01 eV/Å

Element x y z (Å)
N  1.035  2.185  0.889
C  -0.077  1.492  1.252
O  -1.067  1.496  0.304
O  -0.220  0.911  2.287
H  1.298  2.298  -0.072
H  1.806  2.272  1.529
H  -0.713  1.988  -0.430
N  0.302  -2.062  0.231
C  -0.116  -1.371  -0.876
N  -1.492  -1.542  -1.138
N  0.615  -0.649  -1.632
H  1.154  -1.724  0.631
H  -0.382  -2.375  0.894
H  -2.038  -1.060  -0.427
H  -1.698  -1.090  -2.025
H  1.593  -0.768  -1.416

# 5
ORCA calculation (the ωB97M-V functional and the def2-TZVPD basis) on a molecular structure, C2H8N4O2S at a distorted geometry.

Results
relative energy (zero: lowest compared OMol25 entry of this formula, charge and spin) = 22.8 kcal/mol
HOMO (alpha / beta) = -8.062 / -8.061 eV
E = -848.53973 hartree
lowest unoccupied orbital energy (alpha / beta) = -1.7 / -1.7 eV
strongest force on any atom = 5.01 eV/Å

Element x y z (Å)
C  -1.391  0.565  0.817
C  -0.329  1.280  -0.320
N  -1.646  -0.803  0.315
N  -2.764  -0.962  -0.234
N  0.523  0.380  -0.939
N  2.910  -0.577  -0.683
O  1.910  0.809  1.150
O  0.889  -1.386  0.706
S  1.533  -0.129  0.160
H  -0.834  0.547  1.732
H  -2.431  0.872  0.712
H  -0.976  1.651  -1.151
H  0.171  2.050  0.266
H  -0.788  -1.387  0.344
H  -2.923  -1.967  -0.498
H  3.672  0.009  -0.801
H  2.476  -0.953  -1.574

# 6
ORCA calculation (the ωB97M-V functional and the def2-TZVPD basis) on a molecular structure, C2H8N4O2Tl at a distorted geometry.

Results
relative energy (zero: lowest compared OMol25 entry of this formula, charge and spin) = 23.5 kcal/mol
HOMO = -22.057 eV
E = -621.68719 hartree
lowest unoccupied orbital energy = -19.0 eV
strongest force on any atom = 1.48 eV/Å
charge = +3

Element x y z (Å)
Tl  0.175  -0.112  3.762
C  -1.636  1.491  0.360
O  -1.350  0.995  1.480
N  -0.763  2.162  -0.426
N  -2.883  1.372  -0.133
H  -1.094  2.426  -1.346
H  0.147  2.297  -0.003
H  -3.616  1.035  0.497
H  -3.197  1.905  -0.944
C  1.676  -1.492  0.096
O  1.412  -1.188  1.260
N  1.246  -0.855  -1.046
N  2.455  -2.557  -0.205
H  0.533  -0.166  -0.834
H  1.315  -1.290  -1.963
H  2.857  -3.098  0.565
H  2.723  -2.923  -1.120

# 7
ORCA calculation (the ωB97M-V functional and the def2-TZVPD basis) on C2H8N4OS in the gas phase at a distorted geometry.

Results
relative energy (zero: lowest compared OMol25 entry of this formula, charge and spin) = 72.7 kcal/mol
HOMO = -8.540 eV
E = -773.22610 hartree
lowest unoccupied orbital energy = 0.2 eV
strongest force on any atom = 8.30 eV/Å

Element x y z (Å)
C  -1.764  1.506  -0.273
C  0.596  -0.438  0.595
H  -2.510  2.256  -0.941
H  -2.442  0.828  0.332
H  -1.324  2.285  0.506
H  -0.773  0.068  -1.269
H  1.317  1.274  0.328
H  1.727  -1.838  1.386
H  2.968  -1.062  -0.793
H  -1.682  -2.444  -0.486
N  -0.509  0.963  -0.832
N  0.327  0.763  0.377
N  1.805  -0.810  1.354
N  0.065  -1.454  -0.107
O  -1.229  -1.482  -0.639
S  3.429  -0.416  0.463

# 8
ORCA calculation (the ωB97M-V functional and the def2-TZVPD basis) on C2H8N6 in the gas phase at a distorted geometry.

Results
relative energy (zero: lowest compared OMol25 entry of this formula, charge and spin) = 132.9 kcal/mol
HOMO = -8.158 eV
E = -409.32488 hartree
lowest unoccupied orbital energy = 1.0 eV
strongest force on any atom = 6.77 eV/Å

Element x y z (Å)
C  0.223  0.270  -0.396
C  -0.497  -1.046  2.020
H  -1.777  1.251  -1.768
H  -0.546  2.600  -2.210
H  -0.454  1.843  0.427
H  1.248  0.981  1.064
H  -0.570  -1.548  0.849
H  -0.905  -1.147  3.040
H  1.325  -1.576  -0.209
H  1.010  -2.406  -1.652
N  -1.063  1.962  -1.443
N  -0.142  1.515  -0.429
N  1.137  -0.008  0.786
N  0.508  -0.282  2.087
N  0.016  -0.621  -1.364
N  0.488  -1.789  -0.802

# 9
ORCA calculation (the ωB97M-V functional and the def2-TZVPD basis) on 2 unconnected molecules or ions with the total composition C2H8N6S at a distorted geometry.

Results
relative energy (zero: lowest compared OMol25 entry of this formula, charge and spin) = 41.0 kcal/mol
HOMO (alpha / beta) = -8.812 / -8.812 eV
E = -807.49891 hartree
lowest unoccupied orbital energy (alpha / beta) = -0.7 / -0.7 eV
strongest force on any atom = 5.71 eV/Å

Element x y z (Å)
C  -0.075  -1.578  -1.071
C  0.457  0.264  0.122
N  1.226  -1.145  -1.378
N  -0.537  -0.648  -0.040
N  1.599  -0.121  -0.689
N  -1.781  -0.112  -0.406
N  -0.218  1.310  2.197
N  0.771  0.716  1.387
S  3.052  0.450  -0.396
H  -0.690  -1.563  -1.996
H  -0.063  -2.633  -0.631
H  0.055  1.297  -0.938
H  -2.310  -0.867  -0.638
H  -1.614  0.557  -1.158
H  -0.673  2.255  1.775
H  -0.898  0.645  2.319
H  1.700  1.171  1.541

# 10
ORCA calculation (the ωB97M-V functional and the def2-TZVPD basis) on 2 unconnected molecules or ions with the total composition C2H8NO at a distorted geometry.

Results
relative energy (zero: lowest compared OMol25 entry of this formula, charge and spin) = 11.7 kcal/mol
HOMO = -2.548 eV
E = -210.96564 hartree
lowest unoccupied orbital energy = 4.2 eV
strongest force on any atom = 1.82 eV/Å
charge = -1

Element x y z (Å)
O  -2.463  -1.215  0.717
H  -2.965  -2.003  0.550
C  2.143  0.710  -0.288
C  0.804  0.013  -0.569
N  -0.301  0.652  0.221
H  2.810  0.141  -0.932
H  2.309  0.600  0.782
H  2.222  1.758  -0.585
H  0.789  -1.045  -0.291
H  0.600  0.107  -1.649
H  -0.979  -0.087  0.464
H  -0.723  1.231  -0.499

> The highest E belongs to which entry?

C2H8NO